1:
The following is a quantum chemistry calculation of a structure of composition C27H34AsN4O3PPbS, from the Open Molecules 2025 dataset.

Atoms and positions in Å:
Pb: 0.50029 -1.21711 -1.65668
C: 2.78308 2.00155 3.89200
C: 3.58870 1.05226 3.01898
N: 3.44169 1.35702 1.59388
C: 2.40881 0.92367 0.84274
S: 2.30669 2.04627 -0.56378
N: 1.64511 0.01197 1.33397
N: 0.58128 -0.54363 0.67455
C: -0.39003 -0.92629 1.43004
C: -0.45884 -0.65705 2.89996
C: -1.51415 -1.68394 0.80750
C: -2.54343 -2.19248 1.58095
C: -3.57610 -2.89038 0.96556
C: -3.56021 -3.05644 -0.40589
C: -2.49784 -2.52259 -1.11605
N: -1.50579 -1.86178 -0.52437
H: 2.89399 1.73237 4.94128
H: 1.72322 1.95981 3.63534
H: 3.12409 3.02931 3.77034
H: 3.27355 0.02185 3.16732
H: 4.65213 1.11530 3.24502
H: 4.01549 2.09010 1.20605
H: 0.37176 -0.03829 3.21706
H: -0.43168 -1.59158 3.46408
H: -1.39730 -0.15636 3.14439
H: -2.55244 -2.04598 2.64989
H: -4.38557 -3.29340 1.55894
H: -4.34773 -3.58366 -0.92406
H: -2.44332 -2.61656 -2.19401
O: 1.60912 0.73662 -3.97334
C: 1.45862 1.38662 -2.98928
O: 2.26382 1.02155 -1.88974
C: 0.40754 2.42989 -2.77362
P: -0.79773 1.67132 -1.56086
C: -2.30894 1.49801 -2.54803
C: -2.23383 0.73207 -3.71620
C: -3.37104 0.48025 -4.46608
C: -4.59892 0.97631 -4.04319
C: -4.68098 1.72666 -2.88057
C: -3.54065 1.99090 -2.13111
C: -1.11596 2.99432 -0.36921
C: -1.17181 2.67267 0.98337
C: -1.41129 3.65927 1.93021
C: -1.59163 4.97374 1.52567
C: -1.54505 5.30093 0.17546
C: -1.31170 4.31519 -0.77086
H: -0.06197 2.59653 -3.74102
H: 0.79121 3.36720 -2.37179
H: -1.27449 0.36307 -4.07204
H: -3.30075 -0.08875 -5.38318
H: -5.48814 0.78654 -4.62864
H: -5.63480 2.12130 -2.55794
H: -3.61678 2.58824 -1.23132
H: -1.02468 1.64678 1.30065
H: -1.45644 3.40414 2.98059
H: -1.77252 5.74536 2.26142
H: -1.69829 6.32343 -0.14067
H: -1.30024 4.58066 -1.82172
C: 3.81301 -2.80540 1.18154
As: 2.78000 -3.89709 0.00817
C: 2.01621 -5.32006 1.01771
C: 3.91630 -4.62697 -1.33359
O: 1.55609 -2.98056 -0.68558
H: 4.62480 -3.38801 1.61450
H: 3.15704 -2.43430 1.96773
H: 4.21909 -1.96743 0.61689
H: 2.80302 -5.87193 1.52993
H: 1.48120 -5.98578 0.34296
H: 1.32679 -4.89705 1.74636
H: 4.69370 -5.22842 -0.86460
H: 4.36799 -3.81260 -1.89737
H: 3.31766 -5.24917 -1.99665

Computed properties:
**E_HOMO**: -13.455 eV
**Charge**: +2
**Molecular weight**: 807.757 g mol⁻¹
**HOMO-LUMO gap**: 7.42 eV

2:
The following is a quantum chemistry calculation of a structure of composition C27H34AsN4O3PPbS, from the Open Molecules 2025 dataset.

Atoms and positions in Å:
Pb: 0.37271 0.04753 0.37909
C: 5.40994 -3.62014 -1.43076
C: 4.24190 -3.76266 -0.46432
N: 2.95983 -3.34816 -1.05478
C: 2.60654 -2.07238 -1.14901
S: 1.06258 -1.68207 -1.99506
N: 3.31559 -1.08240 -0.71764
N: 2.64188 0.10464 -0.79751
C: 3.28887 1.20196 -0.84424
C: 4.78070 1.28077 -0.88106
C: 2.44400 2.42359 -0.86721
C: 2.97132 3.63567 -1.28623
C: 2.15993 4.75957 -1.32546
C: 0.83458 4.63995 -0.94996
C: 0.37452 3.39838 -0.54951
N: 1.14981 2.31101 -0.49991
H: 6.29572 -4.09325 -1.00605
H: 5.63876 -2.56936 -1.61280
H: 5.19105 -4.10048 -2.38585
H: 4.40375 -3.14644 0.41698
H: 4.12833 -4.79504 -0.14521
H: 2.44784 -4.01236 -1.61039
H: 5.19782 0.37069 -0.45606
H: 5.14448 2.14155 -0.32270
H: 5.13794 1.36588 -1.91108
H: 4.00531 3.69024 -1.59915
H: 2.56488 5.71259 -1.64374
H: 0.16439 5.48847 -0.96180
H: -0.65710 3.26664 -0.25358
O: -3.73082 -1.88601 -0.68723
C: -2.89781 -1.09474 -0.25779
O: -1.61333 -1.22260 -0.47196
C: -3.38910 0.09183 0.56010
P: -2.06403 1.25721 1.01168
C: -1.54447 0.83716 2.70545
C: -0.46670 1.59205 3.19425
C: 0.05246 1.34563 4.45529
C: -0.48396 0.32675 5.23457
C: -1.52925 -0.44163 4.74461
C: -2.05775 -0.19413 3.48267
C: -2.88134 2.87749 1.15326
C: -2.94902 3.60460 2.33881
C: -3.51805 4.87243 2.33576
C: -4.03003 5.40979 1.16354
C: -3.98492 4.67668 -0.01597
C: -3.39917 3.42097 -0.02661
H: -3.89367 -0.28533 1.44940
H: -4.14620 0.61823 -0.01971
H: -0.06415 2.40803 2.59518
H: 0.87366 1.94725 4.82801
H: -0.08826 0.13412 6.22363
H: -1.94252 -1.23921 5.34994
H: -2.87745 -0.80741 3.12847
H: -2.58302 3.18577 3.26625
H: -3.56271 5.43955 3.25768
H: -4.46164 6.40319 1.16864
H: -4.40356 5.08650 -0.92744
H: -3.34619 2.85933 -0.95509
C: -2.14678 -2.66082 -3.30375
As: -1.20152 -3.81086 -2.08989
C: -0.85937 -5.33493 -3.21543
C: -1.50634 -4.71761 -0.41994
O: 0.48857 -3.23077 -2.04320
H: -3.16662 -3.02731 -3.36557
H: -1.63827 -2.76759 -4.26058
H: -2.14259 -1.63786 -2.95924
H: -1.79942 -5.86779 -3.36122
H: -0.14993 -6.00342 -2.73686
H: -0.47453 -5.02732 -4.18400
H: -2.50593 -5.14299 -0.47773
H: -1.43689 -4.04634 0.42583
H: -0.75528 -5.50232 -0.36881

Computed properties:
**E_HOMO**: -13.418 eV
**Charge**: +2
**Molecular weight**: 807.757 g mol⁻¹
**HOMO-LUMO gap**: 7.81 eV

Quick look at relative energies in hartree: 1 0.0000; 2 0.0126.

1:
The following is a quantum chemistry calculation of a structure of composition CH6N3OS, from the Open Molecules 2025 dataset.

Atoms and positions in Å:
C: -0.80198 -0.05591 0.17814
N: -1.90182 -0.66373 0.48287
N: 0.13389 -0.66360 -0.55916
N: 1.16090 0.21205 -0.76420
O: -0.75982 1.20649 0.50769
S: 2.34975 -0.00503 0.62512
H: -2.15431 -1.54692 0.02669
H: -2.60243 -0.34943 1.19138
H: 0.23386 -1.69023 -0.85879
H: 1.35887 0.32427 -1.79874
H: 0.22843 1.55674 0.41162
H: 2.75466 1.67531 0.55737

Computed properties:
**E_HOMO**: -13.631 eV
**Charge**: +1
**Molecular weight**: 108.146 g mol⁻¹
**HOMO-LUMO gap**: 9.37 eV

2:
The following is a quantum chemistry calculation of a structure of composition CH6N3OS, from the Open Molecules 2025 dataset.

Atoms and positions in Å:
C: 0.75919 0.16176 0.34176
N: 1.64368 -0.20714 1.24328
N: -0.55528 0.11248 0.56145
N: -1.40152 0.43002 -0.52501
O: 1.20075 0.61339 -0.79002
S: -2.18172 -0.91350 -1.28030
H: 1.39206 -0.59291 2.13841
H: 2.62469 -0.12996 1.01104
H: -0.93031 -0.29862 1.41204
H: -2.09006 1.12674 -0.24929
H: 0.47640 0.87564 -1.39314
H: -0.93788 -1.17789 -2.47023

Computed properties:
**E_HOMO**: -13.852 eV
**Charge**: +1
**Molecular weight**: 108.146 g mol⁻¹
**HOMO-LUMO gap**: 9.84 eV

Quick look at relative energies in hartree: 1 0.0390; 2 0.0000.

1:
The following is a quantum chemistry calculation of a structure of composition C2H5NO2PS, from the Open Molecules 2025 dataset.

Atoms and positions in Å:
C: 1.02760 -0.40958 0.39976
C: -0.18372 -1.42891 0.15347
N: 0.92986 0.74080 -0.35319
O: 0.21703 1.72645 0.41683
O: -1.43866 -0.95472 0.62739
P: -0.99882 2.01678 -0.66425
S: -0.67092 3.80871 -1.54580
H: 1.12171 -0.25656 1.39915
H: 1.71749 -1.20608 -0.19263
H: 0.01683 -2.47025 0.53767
H: -0.33857 -1.52221 -1.07658
H: -1.39984 -0.04443 0.29820

Computed properties:
**E_HOMO (spin up / spin down)**: -3.162 / -3.152 eV
**Charge**: -1
**Molecular weight**: 138.108 g mol⁻¹
**HOMO-LUMO gap (spin up / spin down)**: 6.68 / 6.67 eV

2:
The following is a quantum chemistry calculation of a cluster of 2 separate species, C2H5NO2PS in total, from the Open Molecules 2025 dataset.

Atoms and positions in Å:
C: -0.91891 0.70988 -0.72533
C: -0.86969 -1.54314 0.67781
N: 0.32539 0.81898 -0.45733
O: 0.87452 1.74270 0.49774
O: 0.36978 -1.21612 1.07115
P: 1.79315 1.82147 -0.89836
S: 3.36327 0.72631 -0.68102
H: -1.05254 -0.09763 -1.36742
H: -1.78941 1.07987 -0.18379
H: -1.21313 -2.45709 0.10919
H: -1.59254 -1.17193 1.47658
H: 0.71010 -0.41330 0.48079

Computed properties:
**E_HOMO (spin up / spin down)**: -3.410 / -2.587 eV
**Charge**: -1
**Molecular weight**: 138.108 g mol⁻¹
**HOMO-LUMO gap (spin up / spin down)**: 7.28 / 6.46 eV

Quick look at relative energies in hartree: 1 0.0000; 2 0.0562.